1.
Formula: C26H42N4O5S
Source: the OMol25 dataset
Level of theory: ωB97M-V with the def2-TZVPD basis set

```
78
Properties=species:S:1:pos:R:3:forces:R:3:nbo_charge:R:1
C -0.67353 0.02692 -4.79832 -0.194 0.208 0.027 -0.61
C -1.89327 0.79089 -4.29808 -0.101 -0.186 0.015 -0.40
C -2.56466 0.12636 -3.09569 0.206 0.205 0.027 -0.40
H -2.75674 -0.92487 -3.32235 -0.098 -0.037 0.018 0.21
C -1.71808 0.18321 -1.82251 -0.191 -0.022 -0.115 -0.22
N -1.27523 1.52596 -1.48396 0.044 -0.024 0.097 -0.47
C -2.33022 2.45972 -1.15987 -0.238 -0.067 0.170 -0.21
H -3.01376 2.49703 -2.01001 -0.046 0.120 -0.004 0.20
C -3.17434 2.17831 0.10507 0.065 -0.104 -0.416 -0.26
N -2.46153 2.45825 1.32930 -0.173 0.347 -0.207 -0.62
C -2.02246 1.49873 2.15673 0.178 0.367 0.434 0.67
O -2.24940 0.31308 2.02368 -0.010 -0.465 0.000 -0.64
C -1.15358 2.05349 3.29853 -0.272 -0.075 0.015 -0.32
N 0.14035 2.48907 2.79796 -0.083 0.046 0.186 -0.43
C 0.27390 3.76919 2.37583 0.198 0.088 0.009 0.67
O -0.66121 4.55012 2.34843 0.045 0.234 -0.075 -0.63
C 1.65389 4.16783 1.88404 -0.142 0.343 -0.332 -0.16
H 1.84688 5.20116 2.18230 -0.152 -0.176 -0.051 0.23
O 2.72384 3.39493 2.37825 0.037 -0.250 0.280 -0.47
C 2.48439 2.05372 2.42976 -0.030 -0.334 -0.070 0.28
C 3.55211 1.17554 2.30539 -0.237 0.163 0.068 -0.25
C 3.33275 -0.19100 2.35833 0.055 -0.130 -0.063 -0.17
C 2.04666 -0.66253 2.52681 -0.097 -0.489 -0.062 -0.33
C 0.97407 0.19507 2.67550 0.020 0.270 0.036 -0.24
C 1.18589 1.56583 2.63766 0.533 -0.181 -0.080 0.15
H -0.00832 -0.23090 2.79251 -0.239 0.086 -0.024 0.27
S 1.71977 -2.42479 2.61643 -0.078 0.574 0.002 2.32
O 1.47233 -2.76723 3.98626 -0.287 -0.032 0.064 -0.94
O 2.78831 -3.10702 1.93641 -0.070 0.185 -0.160 -0.95
N 0.27267 -2.48482 1.79649 0.862 0.116 0.651 -0.68
C 0.40048 -2.42456 0.35863 0.319 0.015 -0.601 -0.23
C 0.67395 -3.79811 -0.25269 -0.301 0.119 0.053 -0.42
H 0.69953 -3.71497 -1.34107 0.032 0.000 -0.054 0.21
H 1.65080 -4.13894 0.09408 0.024 -0.057 -0.088 0.23
C -0.40052 -4.79794 0.18100 0.306 -0.226 0.048 -0.22
C -0.11707 -6.18406 -0.38974 -0.171 0.288 0.049 -0.60
H -0.09017 -6.15256 -1.47672 0.024 -0.058 -0.131 0.21
H 0.84327 -6.54884 -0.03286 0.132 -0.072 0.037 0.21
H -0.88769 -6.88827 -0.08440 -0.059 -0.133 0.010 0.21
C -0.45492 -4.83302 1.71027 -0.249 0.293 -0.191 -0.42
C -0.71331 -3.43386 2.26583 -0.145 -0.501 0.528 -0.23
H -1.69721 -3.06481 1.95793 0.057 0.034 0.032 0.20
H -0.65358 -3.43077 3.35431 -0.248 -0.041 -0.055 0.24
H -1.23939 -5.51259 2.04778 0.006 -0.060 0.043 0.21
H 0.50239 -5.18841 2.09849 0.035 -0.118 0.036 0.21
H -1.37231 -4.45242 -0.19368 -0.022 0.021 0.015 0.19
H -0.53233 -2.00719 -0.03541 0.061 0.073 0.021 0.21
H 1.21840 -1.73429 0.13868 -0.109 0.092 -0.229 0.22
H 4.13982 -0.89693 2.25078 0.163 -0.033 -0.046 0.25
H 4.54019 1.58395 2.16816 0.118 0.043 -0.038 0.24
H 1.63743 4.12732 0.78125 -0.041 0.002 0.159 0.20
H -1.00519 1.28603 4.05828 -0.050 0.054 -0.112 0.24
H -1.64258 2.92613 3.73980 0.089 -0.155 -0.017 0.25
H -2.19485 3.41864 1.51057 0.078 -0.127 0.152 0.43
H -4.07299 2.80096 0.07053 -0.001 -0.090 -0.013 0.20
H -3.47206 1.12926 0.14087 -0.092 0.109 -0.012 0.23
H -1.87581 3.45083 -1.05948 -0.068 0.026 -0.062 0.20
C -0.16625 1.51772 -0.54388 0.385 -0.196 -0.111 -0.21
H -0.29207 0.74301 0.22827 -0.070 0.115 0.049 0.19
C 1.18130 1.30714 -1.24025 -0.306 0.367 0.012 -0.40
H 1.96167 1.25937 -0.47518 0.076 -0.083 0.029 0.20
C 1.48517 2.42549 -2.23337 0.192 -0.330 0.019 -0.40
C 2.78994 2.18470 -2.98106 -0.195 0.160 0.088 -0.60
H 2.73949 1.25739 -3.54713 0.040 -0.117 -0.084 0.20
H 3.62305 2.11397 -2.28454 0.143 -0.026 0.028 0.20
H 2.98934 2.99816 -3.67450 0.108 0.037 -0.101 0.21
H 0.65861 2.49233 -2.94151 -0.056 0.091 0.011 0.21
H 1.54294 3.37855 -1.70075 -0.081 0.091 0.029 0.18
H 1.18381 0.35075 -1.76484 0.053 -0.146 -0.025 0.19
H -0.13917 2.49201 -0.04938 -0.011 -0.015 0.059 0.18
H -2.27837 -0.28503 -0.99524 0.106 -0.036 0.003 0.18
H -0.82008 -0.41548 -1.97894 0.014 -0.075 0.058 0.20
H -3.53246 0.59958 -2.91881 -0.081 -0.068 0.023 0.20
H -2.62285 0.86252 -5.10830 -0.001 0.074 0.002 0.20
H -1.59658 1.80301 -4.02063 -0.052 0.083 -0.052 0.21
H 0.10941 0.01344 -4.04613 0.198 -0.048 0.096 0.20
H -0.93822 -0.99990 -5.04292 0.026 -0.139 -0.032 0.20
H -0.27444 0.49944 -5.69299 0.116 -0.015 -0.075 0.21
```
Positions in Å, forces in eV/Å.

Values from the calculation:
DFT total energy, eV: -54678.11125
SMILES: CCCCN(CCCC)CCNC(=O)CN1C(=O)COc2ccc(S(=O)(=O)N3CCC(C)CC3)cc21
HOMO energy, eV: -8.417
Max |F|, eV Å⁻¹: 1.09
Lowest unoccupied orbital energy, eV: 0.60
Total charge: 0
Energy relative to the best compared isomer or geometry (same formula, charge and spin), kJ/mol: 0.00


2.
Formula: C17H20N2O5S
Source: the OMol25 dataset
Level of theory: ωB97M-V with the def2-TZVPD basis set

```
45
Properties=species:S:1:pos:R:3:forces:R:3:nbo_charge:R:1
C 1.23712 -0.02515 -2.05103 0.006 0.097 0.102 -0.62
H 1.18339 0.01482 -3.13660 -0.007 -0.049 -0.129 0.20
C 1.10110 1.37128 -1.46048 -0.014 -0.149 -0.158 -0.39
C -0.30386 1.96869 -1.68922 0.094 0.382 -0.243 -0.45
C -1.21732 1.27486 -0.71631 -0.131 0.053 -0.417 0.74
O -1.68056 0.18227 -0.96786 -0.088 0.004 -0.055 -0.61
N -1.35954 1.83178 0.54283 0.000 -0.384 0.383 -0.51
C -1.45678 3.19096 0.80401 0.033 0.530 -0.187 0.71
O -1.45991 3.62612 1.92499 -0.085 0.097 0.189 -0.56
C -1.64556 4.04653 -0.42387 0.212 0.047 -0.497 -0.43
H -1.58945 5.09357 -0.11689 0.021 -0.154 0.080 0.26
C -2.96526 3.77829 -1.14753 -0.129 0.131 0.202 -0.40
C -4.15872 4.12070 -0.26339 0.081 -0.133 -0.164 -0.61
H -5.08605 3.93315 -0.79855 -0.119 0.000 0.026 0.22
H -4.15504 3.51960 0.64324 -0.075 -0.031 0.126 0.21
H -4.13063 5.16873 0.02440 -0.036 0.104 0.070 0.21
H -3.01856 2.72855 -1.44918 -0.030 0.090 -0.105 0.20
H -2.98675 4.38663 -2.05412 0.079 -0.085 0.005 0.22
S -0.20303 3.78161 -1.49840 0.006 -0.101 0.189 0.25
C -1.54393 0.90330 1.65634 0.030 -0.121 0.213 -0.31
H -1.65315 1.51312 2.55567 0.052 -0.206 -0.163 0.27
H -2.43812 0.29795 1.48649 0.068 0.074 0.034 0.21
C -0.28215 0.03596 1.79325 -0.607 0.131 -0.034 0.66
O 0.67668 0.41149 2.42711 0.272 0.138 0.160 -0.59
N -0.37204 -1.13227 1.11090 -0.310 -0.325 -0.144 -0.60
C 0.61923 -2.10373 0.91658 0.441 -0.163 0.128 0.14
C 1.83466 -2.08196 1.58796 -0.142 0.263 0.112 -0.25
C 2.79960 -3.06022 1.36296 0.032 -0.491 -0.360 -0.24
C 2.50676 -4.04799 0.45601 -0.505 0.186 -0.143 0.20
C 1.28371 -4.07319 -0.21795 0.473 0.153 0.374 0.31
C 0.32428 -3.11789 -0.00800 0.153 -0.214 -0.073 -0.31
H -0.61461 -3.14366 -0.53679 -0.160 0.003 -0.093 0.22
O 1.24769 -5.15248 -1.05765 -0.375 0.371 0.082 -0.49
C 2.48691 -5.81054 -0.89422 0.403 -1.035 -0.574 0.24
O 3.26765 -5.11445 0.05209 0.134 0.271 0.282 -0.48
H 3.01689 -5.84110 -1.85983 -0.132 0.092 0.222 0.16
H 2.31298 -6.84066 -0.54402 -0.005 0.274 -0.016 0.16
H 3.74195 -3.04190 1.88285 0.137 0.012 0.084 0.23
H 2.03488 -1.29158 2.29047 -0.018 0.019 0.007 0.26
H -1.19483 -1.26260 0.53361 0.138 0.245 0.199 0.42
H -0.63101 1.74883 -2.70916 -0.061 -0.107 0.207 0.24
H 1.31336 1.35455 -0.38834 0.035 0.133 0.015 0.22
H 1.82528 2.04022 -1.92943 0.022 0.029 0.092 0.22
H 0.44668 -0.67961 -1.69370 0.008 -0.092 -0.016 0.22
H 2.19235 -0.45696 -1.76469 0.099 -0.084 -0.010 0.22
```
Positions in Å, forces in eV/Å.

Values from the calculation:
DFT total energy, eV: -42007.35495
SMILES: CC[C@@H]1S[C@@H](CC)C(=O)N(CC(=O)Nc2ccc3c(c2)OCO3)C1=O
HOMO energy, eV: -7.886
Max |F|, eV Å⁻¹: 1.25
Lowest unoccupied orbital energy, eV: 0.60
Total charge: 0
Energy relative to the best compared isomer or geometry (same formula, charge and spin), kJ/mol: 23.13


3.
Formula: C2H2N2O2S
Source: the OMol25 dataset
Level of theory: ωB97M-V with the def2-TZVPD basis set

```
9
Properties=species:S:1:pos:R:3:forces:R:3:nbo_charge:R:1
C -1.28184 0.56474 0.54213 -0.064 1.864 0.937 0.08
C -0.12918 -0.12680 -0.15250 -0.065 -0.313 0.664 0.45
N -2.19993 -0.11442 1.02100 -0.535 -0.880 0.160 -0.45
N -0.26453 -1.42666 -0.15671 0.338 0.488 -0.170 -0.28
O 0.80915 0.64311 -0.33853 1.050 0.210 -0.755 -0.66
O 0.85818 -2.08311 -0.62567 -1.826 -2.675 1.795 -0.55
S -2.83972 -1.48140 1.07443 -0.027 -0.290 -0.231 0.67
H -1.18011 1.61700 0.89431 0.025 -0.749 -0.856 0.25
H 1.40369 -1.61166 -1.19911 1.103 2.345 -1.545 0.47
```
Positions in Å, forces in eV/Å.

Values from the calculation:
DFT total energy, eV: -20011.14267
HOMO energy (spin up / spin down), eV: -8.346 / -8.338
Max |F|, eV Å⁻¹: 3.70
Lowest unoccupied orbital energy (spin up / spin down), eV: -3.30 / -3.31
Total charge: 0
Energy relative to the best compared isomer or geometry (same formula, charge and spin), kJ/mol: 502.36


4.
Formula: C40H32Br2IrN3O3P
Source: the OMol25 dataset
Level of theory: ωB97M-V with the def2-TZVPD basis set

```
82
Properties=species:S:1:pos:R:3:forces:R:3:lowdin_spin:R:1
Ir 0.19963 1.06927 -0.84456 -0.306 0.330 -0.647 1.42
C -1.78412 -0.10489 -3.62062 0.174 0.129 0.054 0.02
C -1.89442 1.35766 -3.33519 -0.495 -0.122 -0.768 0.15
C -2.60473 2.15211 -4.19520 0.254 -0.423 0.303 0.09
C -2.72951 3.53503 -3.98700 0.071 0.472 0.238 0.25
C -2.12593 4.09656 -2.85804 -0.291 -0.128 -0.512 0.03
C -2.18141 5.48544 -2.52734 -0.177 -0.101 -0.294 0.30
Br -3.12793 6.66885 -3.63550 0.141 -0.136 0.154 0.08
C -1.55526 6.02394 -1.39502 0.298 0.005 0.463 0.04
C -0.87889 5.19494 -0.55859 0.011 0.352 0.282 0.21
Br -0.04219 5.83538 0.99781 -0.072 -0.002 -0.154 0.05
C -0.78668 3.76865 -0.81714 -0.313 -0.160 -0.539 0.22
O -0.15565 3.00250 -0.01694 0.116 0.090 -0.023 0.27
C -1.41206 3.23882 -1.98835 0.252 0.004 0.257 0.11
N -1.27334 1.88527 -2.22207 0.522 -0.093 1.074 0.24
H -2.51486 -0.39310 -4.37252 -0.033 0.012 0.010 0.00
H -1.95060 -0.69698 -2.72373 -0.055 0.015 -0.128 0.00
H -0.78902 -0.34864 -3.99996 -0.042 -0.073 0.037 0.01
H -3.07249 1.69120 -5.05334 -0.009 -0.018 0.018 0.00
H -3.28091 4.15467 -4.67600 -0.010 -0.010 -0.007 0.02
H -1.60956 7.08262 -1.18725 -0.041 0.000 -0.036 0.00
O 0.88034 1.04755 6.25247 0.046 0.043 -0.069 0.00
C -0.39221 0.75145 5.71558 -0.052 -0.094 0.107 0.00
C -0.32277 0.81387 4.21646 -0.190 0.042 0.005 0.00
C -1.47643 0.93590 3.44468 0.241 -0.079 0.162 0.01
C -1.34474 0.94514 2.07392 -0.316 -0.072 -0.174 0.01
N -0.17107 0.86372 1.46419 0.464 0.065 -0.253 0.12
C 0.95408 0.80910 2.17919 -0.943 -0.240 0.628 0.00
C 0.89582 0.75292 3.57090 0.418 0.013 -0.254 0.01
C 2.19653 0.88265 1.41818 0.824 0.154 -0.451 0.00
C 3.45167 0.92634 2.02558 -0.375 -0.004 0.108 0.00
C 4.58820 1.18284 1.28740 0.077 0.045 -0.316 0.00
C 5.95120 1.27044 1.92838 0.049 -0.087 0.076 0.00
O 6.83845 0.28984 1.42737 -0.009 0.031 -0.084 0.00
C 4.43988 1.38366 -0.08575 0.057 -0.070 0.404 0.00
C 3.18412 1.29364 -0.63346 0.067 -0.092 -0.411 0.01
N 2.08558 1.02227 0.08011 -0.343 -0.111 0.652 0.02
H 0.80627 1.17782 7.20151 -0.023 -0.038 0.028 0.00
H -1.15526 1.44912 6.07304 0.010 0.022 -0.033 0.00
H -0.70455 -0.26102 6.00500 -0.050 0.039 -0.030 0.00
H -2.45385 1.01860 3.90092 -0.010 0.006 -0.020 0.00
H -2.21183 1.01619 1.42646 0.030 -0.003 -0.009 0.00
H 1.79247 0.68710 4.16679 0.003 0.020 0.011 0.00
H 3.52634 0.79048 3.09508 0.016 0.022 0.010 0.00
H 5.85551 1.21242 3.01674 0.010 0.022 -0.015 0.00
H 6.40306 2.23099 1.67936 -0.027 0.018 0.041 0.00
H 6.59616 -0.57403 1.77521 -0.017 -0.011 0.010 0.00
H 5.29744 1.60167 -0.70636 -0.031 0.015 -0.050 0.00
H 3.04258 1.44995 -1.69378 -0.054 -0.063 0.076 0.01
C 0.93705 -3.52272 3.21410 0.035 -0.059 0.030 0.01
C -0.42987 -3.27849 3.19168 -0.037 0.045 0.042 0.00
C -1.00762 -2.66095 2.09348 0.036 0.066 0.001 0.01
C -0.21987 -2.27807 1.00822 0.062 0.160 0.058 0.02
C 1.15240 -2.51746 1.04142 -0.059 0.085 -0.082 0.01
C 1.72469 -3.15029 2.13500 0.052 0.035 0.033 0.00
P -0.99096 -1.42494 -0.40871 0.400 -0.350 -0.274 0.16
C -2.39072 -2.54437 -0.76719 -0.024 0.239 0.100 0.05
C -3.61493 -2.01832 -1.16696 0.022 -0.016 0.058 0.00
C -4.65710 -2.86656 -1.51400 -0.023 0.015 -0.029 0.00
C -4.47443 -4.23946 -1.46411 -0.036 -0.015 -0.019 0.00
C -3.26097 -4.76933 -1.04370 0.049 -0.018 -0.010 0.00
C -2.22010 -3.92735 -0.68733 -0.135 0.007 -0.035 0.01
C 0.18032 -1.70033 -1.75989 -0.007 0.065 -0.018 0.00
C 0.36878 -2.82462 -2.54965 0.111 0.040 0.083 0.00
C 1.28945 -2.76630 -3.58663 0.004 -0.106 -0.026 0.00
C 1.98776 -1.59246 -3.82613 0.001 0.026 0.013 0.00
C 1.76663 -0.46156 -3.04611 0.155 0.168 -0.004 0.01
C 0.85277 -0.49571 -1.99899 -0.358 -0.077 0.134 0.02
H 1.38557 -4.02083 4.06426 -0.017 0.009 -0.005 0.00
H -1.04897 -3.57764 4.02834 0.009 -0.015 -0.021 0.00
H -2.07925 -2.49811 2.06489 0.000 0.005 0.035 0.00
H 1.76452 -2.22051 0.19662 0.023 -0.062 0.031 0.00
H 2.78635 -3.36456 2.13699 -0.011 0.022 0.016 0.00
H -3.75000 -0.94320 -1.20382 -0.029 -0.005 -0.026 0.00
H -5.60752 -2.45444 -1.82625 0.000 -0.005 0.001 0.00
H -5.28040 -4.90190 -1.75136 -0.007 0.002 0.028 0.00
H -3.12381 -5.84182 -0.99729 -0.013 0.001 0.013 0.00
H -1.28236 -4.34227 -0.33924 -0.007 -0.012 -0.010 0.00
H -0.19611 -3.73101 -2.37413 -0.001 0.000 0.002 0.00
H 1.45779 -3.63465 -4.21015 -0.005 0.016 -0.009 0.00
H 2.70168 -1.54961 -4.63884 -0.016 0.016 -0.014 0.00
H 2.29614 0.44989 -3.30312 -0.042 -0.019 -0.028 0.00
```
Positions in Å, forces in eV/Å.

Values from the calculation:
DFT total energy, eV: -204817.86387
Multiplicity: 5
<S²>: 6.051
HOMO energy (spin up / spin down), eV: -7.734 / -10.997
Max |F|, eV Å⁻¹: 1.20
Lowest unoccupied orbital energy (spin up / spin down), eV: -3.29 / -4.53
Total charge: +1
Energy relative to the best compared isomer or geometry (same formula, charge and spin), kJ/mol: 50.32